(1)
Formula: C27H21BF3N2O8PS2
Source: OMol25
Level of theory: wB97M-V/def2-TZVPD

```
65
Properties=species:S:1:pos:R:3:lowdin_charge:R:1
C -0.070 2.044 1.377 -0.069
C -0.482 0.961 0.375 -0.218
O 0.733 0.362 -0.172 -0.007
B 0.532 -0.847 -0.766 -0.620
O -0.548 -0.972 -1.645 0.118
C 1.518 -2.087 -0.582 -0.010
C 2.472 -2.217 0.401 -0.262
P 2.564 -0.957 1.732 0.493
S 0.943 -1.050 2.835 0.189
C 3.361 -3.358 0.402 -0.094
C 4.459 -3.525 1.439 -0.609
F 5.159 -2.408 1.663 0.114
F 5.357 -4.446 1.071 0.144
F 3.932 -3.961 2.594 0.139
C 3.261 -4.362 -0.498 0.072
C 2.262 -4.318 -1.497 -0.358
N 2.041 -5.229 -2.434 -0.200
S 0.802 -4.632 -3.292 1.058
N 0.559 -3.262 -2.542 -0.239
C 1.428 -3.164 -1.521 -0.278
H -0.239 3.039 0.973 0.072
H 0.994 1.935 1.566 0.053
H -0.578 1.920 2.327 0.070
H -1.097 0.210 0.860 0.109
H -1.061 1.446 -0.404 0.078
H -0.205 -0.789 -2.527 0.108
H 2.668 0.293 1.104 0.001
H 3.641 -1.219 2.576 -0.016
H 3.917 -5.216 -0.469 0.137
C -2.999 1.160 -3.003 0.031
C -3.671 0.878 -4.116 0.024
C -4.557 1.883 -4.756 -0.389
O -5.170 1.625 -5.770 0.102
C -4.663 3.213 -4.106 0.024
C -3.993 3.500 -2.992 0.029
C -3.106 2.492 -2.357 -0.356
O -2.487 2.742 -1.343 0.104
H -2.350 0.441 -2.516 0.102
H -3.608 -0.086 -4.604 0.122
H -5.315 3.929 -4.590 0.121
H -4.059 4.472 -2.502 0.084
C 2.796 -5.559 5.352 0.026
C 2.530 -5.293 6.628 0.025
C 2.118 -6.364 7.569 -0.388
O 1.873 -6.123 8.731 0.106
C 2.018 -7.745 7.032 0.019
C 2.284 -8.012 5.757 0.018
C 2.696 -6.939 4.816 -0.383
O 2.940 -7.183 3.654 0.105
H 3.096 -4.793 4.651 0.103
H 2.597 -4.293 7.038 0.123
H 1.717 -8.512 7.735 0.121
H 2.216 -9.011 5.346 0.121
C -3.542 9.316 -3.370 0.024
C -3.995 8.251 -2.714 0.024
C -3.091 7.135 -2.345 -0.366
O -3.503 6.160 -1.749 0.076
C -1.664 7.249 -2.730 0.028
C -1.210 8.313 -3.385 0.024
C -2.112 9.432 -3.757 -0.385
O -1.699 10.403 -4.352 0.113
H -4.183 10.142 -3.650 0.123
H -5.032 8.147 -2.422 0.123
H -1.025 6.422 -2.448 0.125
H -0.172 8.416 -3.677 0.123
```

Highest occupied orbital energy, eV: -8.60
Total charge: 0



(2)
Formula: C30H34FN7O5PPd
Source: OMol25
Level of theory: wB97M-V/def2-TZVPD

```
79
Properties=species:S:1:pos:R:3:lowdin_charge:R:1
Pd -0.387 -0.120 0.058 0.958
C 4.448 0.246 6.307 -0.036
C 3.668 1.324 5.577 -0.144
N 2.549 0.753 4.784 0.038
C 2.757 0.519 3.515 0.066
C 1.805 -0.045 2.643 0.056
C 2.352 -0.435 1.288 -0.576
O 3.568 -0.554 1.292 0.149
O 1.564 -0.726 0.338 -0.101
C 0.471 -0.320 3.154 -0.278
O -0.462 -0.716 2.447 0.024
C 0.300 -0.121 4.595 -0.056
C -0.906 -0.456 5.200 0.105
C -1.068 -0.311 6.554 -0.169
F -2.243 -0.698 7.075 0.093
C -0.055 0.188 7.388 -0.113
C 1.138 0.562 6.762 0.075
C 1.325 0.396 5.395 -0.097
N -0.188 0.333 8.774 -0.080
C 0.893 -0.105 9.648 -0.117
C 1.112 0.944 10.741 -0.058
N -0.221 1.585 11.059 0.070
C -1.337 0.594 10.913 -0.070
C -1.492 0.236 9.433 -0.120
H 5.254 0.712 6.873 0.098
H 4.897 -0.451 5.601 0.097
H 3.825 -0.322 6.997 0.070
H 4.300 1.847 4.863 0.137
H 3.248 2.081 6.238 0.127
H 3.733 0.744 3.104 0.167
H -1.716 -0.872 4.618 0.145
H 1.923 0.992 7.364 0.111
H 1.817 -0.239 9.093 0.124
H 0.658 -1.079 10.091 0.144
H 1.779 1.745 10.427 0.139
H 1.490 0.503 11.661 0.145
H -0.380 2.364 10.417 0.187
H -0.208 1.977 12.003 0.193
H -2.249 1.029 11.316 0.148
H -1.062 -0.261 11.527 0.143
H -2.182 0.930 8.952 0.140
H -1.931 -0.764 9.383 0.139
O -0.534 1.713 -1.470 -0.023
C -0.220 2.436 -0.507 -0.447
N -0.111 1.864 0.713 0.048
C 0.364 2.786 1.633 -0.371
O 0.671 2.538 2.783 0.106
C 0.454 4.094 0.909 -0.087
C 0.849 5.338 1.346 0.019
C 0.867 6.369 0.405 -0.029
C 0.514 6.146 -0.920 -0.029
C 0.124 4.881 -1.362 0.025
C 0.096 3.874 -0.423 -0.094
H 1.136 5.511 2.374 0.125
H 1.171 7.362 0.707 0.120
H 0.551 6.966 -1.623 0.121
H -0.132 4.702 -2.397 0.129
C -5.512 -0.997 -1.793 -0.090
N -5.272 -0.995 -0.352 -0.072
C -5.742 0.238 0.287 -0.121
N -5.010 1.398 -0.209 -0.121
C -5.162 1.411 -1.660 -0.102
N -4.699 0.131 -2.216 -0.045
C -3.279 -0.067 -2.236 -0.215
P -2.704 -0.138 -0.448 1.005
C -3.958 -1.431 0.051 -0.243
C -3.600 1.355 0.170 -0.281
H -6.563 -0.810 -2.002 0.156
H -5.176 -1.921 -2.257 0.155
H -5.615 0.140 1.364 0.148
H -6.802 0.357 0.062 0.151
H -4.576 2.212 -2.109 0.153
H -6.214 1.532 -1.918 0.153
H -2.778 0.783 -2.707 0.114
H -3.017 -0.987 -2.760 0.120
H -3.930 -1.546 1.138 0.115
H -3.717 -2.395 -0.401 0.114
H -3.091 2.241 -0.217 0.103
H -3.510 1.394 1.259 0.112
```

Energy above the lowest of the compared OMol25 structures with the same formula, charge and spin, kJ/mol: 12.6
Multiplicity: 5
Highest occupied orbital energy (spin up / spin down), eV: -15.59 / -15.52
Total charge: +3



(3)
Formula: C14H32MnN6O6S
Source: OMol25
Level of theory: wB97M-V/def2-TZVPD

```
60
Properties=species:S:1:pos:R:3:lowdin_charge:R:1
O 0.728 1.625 -3.681 -0.110
H 0.974 1.406 -4.611 0.092
Mn 0.384 0.321 -1.422 0.812
N 0.303 -1.652 -1.269 -0.181
N -1.234 -0.059 -2.437 -0.196
N 1.428 0.612 0.214 -0.082
N 0.078 2.198 -1.040 -0.086
O 0.959 -2.360 -0.385 -0.197
O 1.831 -0.379 1.053 -0.010
O -0.933 2.933 -1.569 0.016
O -2.091 0.850 -2.741 -0.118
C -1.451 -1.372 -2.778 -0.227
C -0.567 -2.279 -2.125 -0.215
C 1.699 1.891 0.577 -0.219
C 0.903 2.826 -0.169 -0.232
C -0.581 -3.741 -2.312 0.003
H -1.017 -4.257 -1.443 0.113
H 0.439 -4.123 -2.468 0.063
H -1.185 -4.006 -3.186 0.087
C -2.516 -1.748 -3.730 -0.002
H -2.114 -1.765 -4.752 0.108
H -3.351 -1.040 -3.700 0.093
H -2.901 -2.745 -3.508 0.086
C 2.695 2.276 1.603 0.007
C 0.981 4.293 -0.004 0.017
H 3.169 1.386 2.044 0.099
H 2.233 2.861 2.413 0.093
H 3.479 2.904 1.151 0.110
H 0.314 4.794 -0.718 0.101
H 2.011 4.634 -0.173 0.107
H 0.717 4.603 1.017 0.106
H 1.526 -1.243 0.556 0.071
H -1.455 2.245 -2.126 0.082
C 1.709 0.496 -2.772 -0.105
H 1.529 -0.598 -2.976 0.132
H 2.337 0.969 -1.970 0.124
H 2.489 0.584 -3.548 0.118
O 2.367 -4.214 -2.193 -0.086
H 2.683 -5.083 -1.877 0.067
H 2.238 -3.674 -1.387 0.021
C -1.210 -2.423 2.080 -0.088
N -1.062 -1.179 2.819 -0.191
C -1.064 -1.290 4.274 -0.047
C -1.425 -0.021 2.203 -0.741
S -2.121 -0.015 0.661 0.751
N -1.165 1.144 2.873 -0.194
C 0.072 1.260 3.646 -0.056
C -1.670 2.385 2.286 -0.090
H -2.229 -2.497 1.677 0.072
H -1.009 -3.249 2.771 0.093
H -0.502 -2.460 1.241 0.057
H -1.683 -0.513 4.734 0.099
H -1.465 -2.274 4.541 0.095
H -0.040 -1.234 4.667 0.092
H 0.398 2.307 3.622 0.082
H -0.101 0.992 4.696 0.083
H 0.873 0.629 3.231 0.087
H -1.119 2.645 1.365 0.059
H -2.724 2.239 2.027 0.076
H -1.561 3.187 3.026 0.097
```

Energy above the lowest of the compared OMol25 structures with the same formula, charge and spin, kJ/mol: 0.0
Multiplicity: 5
Highest occupied orbital energy (spin up / spin down), eV: -10.39 / -10.54
Total charge: +1



(4)
Formula: C4H11S
Source: OMol25
Level of theory: wB97M-V/def2-TZVPD

```
16
Properties=species:S:1:pos:R:3:lowdin_charge:R:1
C 0.140 -2.715 -0.956 -0.615
S -0.599 -1.392 -2.162 -0.025
H 1.203 -2.695 -1.267 -0.031
H -0.437 -3.665 -1.070 -0.012
H 0.243 -2.355 0.060 -0.049
C -0.831 0.159 0.762 -0.205
C 0.446 0.865 0.517 -0.401
C 0.368 2.370 0.327 -0.154
H -1.398 0.263 -0.267 0.040
H -0.721 -0.897 0.887 0.014
H -1.429 0.622 1.601 0.074
H 1.145 0.659 1.323 0.087
H 0.884 0.531 -0.428 0.071
H 1.441 2.630 0.251 0.064
H -0.345 3.061 1.015 0.108
H -0.109 2.559 -0.595 0.033
```

Energy above the lowest of the compared OMol25 structures with the same formula, charge and spin, kJ/mol: 155.9
Highest occupied orbital energy, eV: -2.18
Total charge: -1



(5)
Formula: C20H28NO3PPd
Source: OMol25
Level of theory: wB97M-V/def2-TZVPD

```
54
Properties=species:S:1:pos:R:3:lowdin_charge:R:1
C -2.772 0.425 -4.021 -0.023
C -2.564 -0.797 -3.387 0.003
C -1.757 -0.884 -2.234 -0.225
C -1.176 0.268 -1.739 -0.122
C -1.418 1.498 -2.331 -0.301
C -2.228 1.583 -3.474 -0.004
C -1.598 -2.192 -1.506 -0.113
C -0.179 -2.731 -1.319 -0.148
N 0.888 -1.690 -1.141 -0.336
Pd 0.085 0.109 -0.066 0.875
C -0.799 2.727 -1.733 -0.242
P 0.810 2.235 -0.965 0.698
H -3.014 -1.711 -3.772 0.128
H -2.406 2.562 -3.923 0.130
H -3.365 0.477 -4.932 0.126
H -1.411 3.172 -0.931 0.115
H -0.604 3.513 -2.474 0.115
H -2.021 -2.100 -0.491 0.116
H -2.156 -2.966 -2.044 0.131
H -0.159 -3.356 -0.416 0.125
C 1.535 3.576 -0.020 -0.197
C 1.792 2.123 -2.515 -0.203
H 0.121 -3.349 -2.182 0.142
C 1.446 -1.309 -2.456 -0.068
C 1.980 -2.241 -0.303 -0.065
H -0.107 1.708 0.339 0.000
H 1.892 -2.199 -2.925 0.112
H 0.659 -0.916 -3.104 0.092
H 2.226 -0.557 -2.308 0.074
H 2.521 -3.022 -0.859 0.113
H 2.665 -1.428 -0.042 0.084
H 1.543 -2.661 0.612 0.092
H 1.856 3.137 -2.938 0.072
H 2.808 1.762 -2.303 0.064
H 1.316 1.461 -3.252 0.058
H 1.669 4.443 -0.682 0.079
H 0.871 3.837 0.815 0.059
H 2.514 3.252 0.358 0.073
H 1.553 0.994 -0.410 0.021
O -0.131 1.099 2.867 0.111
C -0.053 0.259 3.939 -0.163
C 0.412 0.740 5.180 0.057
C 0.372 -0.087 6.296 0.017
C -0.069 -1.411 6.173 0.062
C -0.457 -1.895 4.922 0.071
C -0.473 -1.074 3.783 0.004
C -0.980 -1.671 2.467 -0.524
O -1.290 -2.870 2.507 0.089
O -1.114 -0.909 1.424 -0.092
H 0.168 1.976 3.168 0.140
H 0.779 1.766 5.236 0.143
H 0.689 0.310 7.262 0.141
H -0.101 -2.060 7.048 0.149
H -0.766 -2.928 4.802 0.145
```

Energy above the lowest of the compared OMol25 structures with the same formula, charge and spin, kJ/mol: 0.0
Multiplicity: 5
Highest occupied orbital energy (spin up / spin down), eV: -13.23 / -14.37
Total charge: +2



(6)
Formula: C3H7NO2
Source: OMol25
Level of theory: wB97M-V/def2-TZVPD

```
13
Properties=species:S:1:pos:R:3:lowdin_charge:R:1
C 0.116 -0.546 1.586 -0.015
C 1.690 0.923 2.866 0.181
N 0.595 0.795 2.086 0.022
H 0.076 -1.319 2.276 0.053
H 0.544 -0.775 0.573 0.109
H -1.079 -0.324 1.349 0.170
H 2.009 0.149 3.656 0.140
H 2.148 1.984 2.979 0.142
H 0.643 1.474 1.391 0.121
O -0.352 0.383 -1.626 -0.183
C -0.902 -0.206 -2.578 -0.695
O -1.227 -1.417 -2.702 -0.148
H -1.296 0.490 -3.441 0.102
```

Energy above the lowest of the compared OMol25 structures with the same formula, charge and spin, kJ/mol: 529.2
Highest occupied orbital energy, eV: -6.73
Total charge: 0



(7)
Formula: C4H12N2
Source: OMol25
Level of theory: wB97M-V/def2-TZVPD

```
18
Properties=species:S:1:pos:R:3:lowdin_charge:R:1
N 1.704 0.704 0.914 0.011
C 0.947 -0.276 0.108 -0.412
C 2.026 -0.504 -0.993 -0.079
C -0.407 0.187 -0.320 -0.257
N -1.357 -0.036 0.756 -0.139
C -2.817 0.000 0.261 -0.094
H 1.623 0.738 1.918 0.068
H 1.969 1.572 0.537 0.051
H 0.933 -1.155 0.657 0.108
H 2.969 -0.544 -0.579 0.026
H 2.232 0.451 -1.666 0.117
H 1.850 -1.360 -1.646 0.065
H -0.755 -0.177 -1.279 0.107
H -0.397 1.331 -0.303 0.139
H -1.148 -0.933 1.224 0.097
H -2.962 0.805 -0.431 0.058
H -3.011 -0.894 -0.336 0.066
H -3.398 0.090 1.179 0.069
```

Energy above the lowest of the compared OMol25 structures with the same formula, charge and spin, kJ/mol: 163.7
Highest occupied orbital energy, eV: -8.62
Total charge: 0
SMILES string: CNC[C@@H](C)N



(8)
Formula: C21H20N2O6S
Source: OMol25
Level of theory: wB97M-V/def2-TZVPD

```
50
Properties=species:S:1:pos:R:3:lowdin_charge:R:1
C -1.195 -2.063 1.626 -0.039
C -0.580 -0.799 1.115 -0.242
C -1.102 -0.049 0.070 -0.209
C -0.483 1.107 -0.371 0.007
C 0.691 1.551 0.219 -0.227
C 1.208 0.833 1.299 0.003
C 0.586 -0.321 1.720 -0.014
H 1.004 -0.876 2.547 0.123
H 2.099 1.183 1.799 0.129
N 1.320 2.710 -0.253 0.153
C 2.651 2.932 -0.428 -0.400
O 3.090 4.032 -0.674 0.109
C 3.539 1.721 -0.344 -0.163
C 4.794 1.795 0.140 0.107
C 5.654 0.616 0.214 -0.356
O 6.788 0.634 0.653 0.083
C 4.997 -0.607 -0.286 -0.066
C 5.662 -1.836 -0.270 0.001
C 5.042 -2.974 -0.732 -0.069
C 3.739 -2.908 -1.221 -0.063
C 3.062 -1.709 -1.251 0.015
C 3.692 -0.554 -0.786 -0.171
O 2.978 0.601 -0.834 0.075
H 2.053 -1.633 -1.624 0.124
H 3.254 -3.803 -1.580 0.109
H 5.562 -3.919 -0.717 0.105
H 6.670 -1.854 0.117 0.122
H 5.176 2.739 0.491 0.137
H 0.721 3.478 -0.531 0.167
H -0.925 1.633 -1.203 0.122
S -2.612 -0.387 -0.853 0.698
O -2.374 -0.052 -2.225 -0.277
O -3.137 -1.697 -0.575 -0.291
N -3.568 0.834 -0.204 -0.232
C -4.554 1.411 -1.100 -0.163
H -4.095 1.477 -2.086 0.115
C -5.815 0.546 -1.147 -0.182
O -6.341 0.354 0.148 -0.124
C -5.407 -0.295 0.984 -0.186
C -4.117 0.524 1.103 -0.156
H -3.362 -0.031 1.659 0.115
H -4.321 1.472 1.611 0.136
H -5.891 -0.400 1.957 0.130
H -5.164 -1.287 0.579 0.116
H -6.602 1.032 -1.726 0.130
H -5.566 -0.425 -1.601 0.130
H -4.796 2.412 -0.731 0.134
H -2.006 -2.391 0.986 0.053
H -0.440 -2.846 1.677 0.090
H -1.577 -1.910 2.636 0.091
```

Energy above the lowest of the compared OMol25 structures with the same formula, charge and spin, kJ/mol: 243.2
Highest occupied orbital energy, eV: -9.22
Total charge: 0
SMILES string: Cc1ccc(NC(=O)c2cc(=O)c3ccccc3o2)cc1S(=O)(=O)N1CCOCC1



Which value of total charge does entry 4 give? -1